1.
9
Properties=species:S:1:pos:R:3:mulliken_charge:R:1 method="wB97M-V/def2-TZVPD" e_homo_ev="-16.4 / -16.4" energy_ev=-7710.7328 homo_lumo_gap_ev="7.7276 / 7.7270" total_charge=+1
C 0.652 -0.059 0.616 0.23
C -0.008 0.185 -0.730 -0.29
N 0.013 0.213 1.841 0.13
O -1.332 -0.119 -0.504 -0.51
O 0.132 -1.017 1.648 0.08
H 1.796 0.036 0.816 0.38
H 0.402 -0.511 -1.453 0.33
H 0.180 1.272 -0.913 0.31
H -1.835 0.000 -1.321 0.34

---

2.
78
Properties=species:S:1:pos:R:3:mulliken_charge:R:1 method="wB97M-V/def2-TZVPD" e_homo_ev=-4.7 energy_ev=-150019.7442 homo_lumo_gap_ev=7.0744 total_charge=-1
Pb -1.295 -0.899 -0.996 1.03
C -1.067 -5.126 1.416 -1.70
C -1.444 -3.668 1.229 1.03
O -1.433 -3.246 0.074 -0.40
C -1.800 -2.864 2.394 0.73
C -1.904 -3.504 3.645 -0.62
C -2.235 -2.840 4.799 -0.91
C -2.486 -1.461 4.722 -0.50
C -2.393 -0.797 3.530 -0.58
C -2.030 -1.453 2.314 0.08
O -1.923 -0.735 1.254 -0.44
H -0.717 -5.500 0.456 0.29
H -1.930 -5.711 1.739 0.50
H -0.284 -5.244 2.165 0.40
H -1.722 -4.569 3.700 0.35
H -2.309 -3.368 5.740 0.38
H -2.758 -0.912 5.617 0.39
H -2.585 0.266 3.466 0.40
O 0.923 -0.391 -0.817 -0.02
C 1.788 -1.381 -0.367 2.09
C 1.585 -1.596 1.132 0.52
C 1.574 -2.697 1.936 -0.52
C 1.416 -2.380 3.317 -0.76
C 1.306 -1.044 3.530 -0.66
S 1.394 -0.163 2.068 -0.14
C 1.603 -2.646 -1.214 -0.28
C 1.007 -2.664 -2.441 -0.47
C 1.012 -3.944 -3.063 -0.87
C 1.649 -4.875 -2.309 -0.62
S 2.244 -4.203 -0.847 -0.12
C 3.227 -0.909 -0.567 -0.70
C 4.363 -1.285 0.083 -0.34
C 5.529 -0.668 -0.448 -0.70
C 5.243 0.164 -1.487 -0.55
S 3.564 0.210 -1.820 -0.01
H 1.664 -3.707 1.567 0.43
H 1.347 -3.120 4.102 0.37
H 1.134 -0.537 4.465 0.50
H 0.613 -1.781 -2.926 0.58
H 0.537 -4.132 -4.015 0.46
H 1.791 -5.922 -2.522 0.48
H 4.359 -1.976 0.915 0.48
H 6.528 -0.828 -0.067 0.39
H 5.930 0.766 -2.059 0.45
C -2.694 3.644 -2.922 -1.33
C -2.246 3.872 -1.481 0.34
C -3.449 3.884 -0.542 -1.55
Sb -0.850 2.332 -0.881 -0.53
C 0.868 2.853 -2.091 0.48
C 0.913 1.983 -3.342 -0.92
C 0.970 4.331 -2.450 -1.41
C -0.206 3.125 1.035 0.43
C -0.116 4.644 1.121 -1.35
C -1.089 2.564 2.145 -0.92
H -3.388 4.430 -3.236 0.43
H -3.215 2.689 -3.026 0.16
H -1.861 3.632 -3.626 0.27
H -1.718 4.827 -1.408 0.42
H -3.958 2.917 -0.546 0.30
H -4.178 4.638 -0.861 0.41
H -3.172 4.106 0.490 0.26
H 1.706 2.574 -1.445 0.45
H 0.060 2.165 -4.000 0.24
H 0.905 0.922 -3.094 -0.07
H 1.826 2.193 -3.910 0.42
H 0.122 4.656 -3.057 0.23
H 1.874 4.507 -3.044 0.46
H 1.021 4.980 -1.576 0.26
H 0.798 2.701 1.140 0.43
H -1.085 5.116 0.942 0.17
H 0.594 5.065 0.411 0.29
H 0.205 4.943 2.125 0.46
H -2.101 2.976 2.090 0.24
H -0.683 2.830 3.128 0.46
H -1.179 1.480 2.087 -0.26
Se -2.332 0.032 -3.977 -0.38
C -1.835 -1.614 -4.608 0.30
N -1.523 -2.658 -5.002 -0.68

---

3.
11
Properties=species:S:1:pos:R:3:mulliken_charge:R:1 method="wB97M-V/def2-TZVPD" e_homo_ev=-10.0 energy_ev=-24448.3206 homo_lumo_gap_ev=10.1122 smiles=Pc1nnn[nH]1.I
P 0.773 -1.807 0.589 -0.12
C 0.774 0.131 0.248 0.36
N -0.016 1.095 0.685 -0.21
N 0.429 2.214 0.232 -0.24
N 1.448 2.041 -0.500 -0.32
N 1.798 0.755 -0.397 0.12
H -0.547 -2.553 0.948 0.10
H 0.346 -2.098 -0.789 0.08
H 2.655 0.324 -0.610 0.24
I -3.994 -0.812 -0.240 -0.12
H -3.664 0.710 -0.165 0.11

---

4.
21
Properties=species:S:1:pos:R:3:mulliken_charge:R:1 method="wB97M-V/def2-TZVPD" e_homo_ev=-10.1 energy_ev=-7485.5118 homo_lumo_gap_ev=11.3145 smiles=CC(C)CC1CC1
C 1.516 -1.096 -0.272 -1.42
C 1.210 0.402 -0.287 0.83
C 1.755 1.056 -1.558 -1.53
C -0.291 0.694 -0.157 -0.98
C -0.964 0.101 1.063 -0.03
C -2.462 0.152 1.162 -0.65
C -1.769 -1.166 0.959 -0.63
H 0.995 -1.606 -1.094 0.30
H 2.590 -1.277 -0.395 0.42
H 1.197 -1.565 0.665 0.34
H 1.716 0.859 0.577 0.20
H 2.836 0.903 -1.657 0.40
H 1.274 0.626 -2.446 0.35
H 1.563 2.136 -1.565 0.37
H -0.430 1.785 -0.147 0.29
H -0.806 0.326 -1.059 0.33
H -0.420 0.241 1.997 0.42
H -2.912 0.354 2.130 0.26
H -3.000 0.579 0.319 0.24
H -1.847 -1.634 -0.020 0.23
H -1.750 -1.870 1.787 0.26

---

We obtain ΔE to the lowest compared entry with this formula, charge and spin values of 503.99; 11.86; 101.41; 75.51 kJ/mol for the records listed above, in that order.